1.
The following is a DFT calculation (ωB97M-V/def2-TZVPD) of a molecular structure, C33H44N10O5PrS3.

CARTESIAN COORDINATES (ANGSTROEM)
Pr  1.03  0.31  -0.05
N  -2.73  2.53  -2.12
C  -2.66  1.14  -2.52
C  -4.00  0.43  -2.19
C  -5.24  0.49  -3.18
C  -5.76  1.79  -3.68
N  -4.77  2.63  -4.36
C  -4.34  2.56  -5.59
N  -4.84  1.71  -6.45
N  -3.41  3.43  -5.96
C  -1.47  0.54  -1.77
O  -0.36  0.22  -2.28
O  -1.51  0.46  -0.51
H  -3.21  2.59  -1.24
H  -1.84  2.95  -2.19
H  -2.47  1.03  -3.62
H  -4.39  0.67  -1.18
H  -3.76  -0.68  -2.09
H  -6.01  -0.15  -2.74
H  -4.94  -0.04  -4.05
H  -6.15  2.40  -2.83
H  -6.62  1.63  -4.35
H  -4.19  3.09  -3.71
H  -5.52  1.00  -6.19
H  -4.63  1.75  -7.41
H  -3.17  4.27  -5.43
H  -2.95  3.31  -6.85
N  3.20  1.16  3.20
C  3.28  2.20  2.34
N  2.60  2.16  1.15
C  2.88  3.33  0.43
C  3.74  4.18  1.04
S  4.15  3.62  2.63
C  2.36  3.54  -0.91
C  2.61  4.64  -1.67
S  1.90  4.41  -3.23
C  1.37  2.85  -2.77
N  1.58  2.53  -1.48
N  0.89  2.03  -3.69
H  2.39  0.57  3.22
H  3.74  1.24  4.01
H  4.26  5.04  0.69
H  3.09  5.56  -1.42
H  0.81  2.33  -4.64
H  0.46  1.15  -3.34
C  4.97  -0.19  -2.61
C  4.06  -0.70  -1.56
O  2.99  -0.11  -1.28
N  4.41  -1.77  -0.86
C  3.56  -2.21  0.28
C  2.34  -2.95  -0.21
C  2.32  -4.32  -0.12
C  1.22  -5.09  -0.48
C  0.09  -4.38  -0.84
C  0.11  -2.99  -0.84
N  1.22  -2.28  -0.54
H  4.38  -0.02  -3.50
H  5.77  -0.91  -2.73
H  5.44  0.75  -2.29
H  5.32  -2.21  -1.00
H  3.35  -1.33  0.89
H  4.11  -2.96  0.91
H  3.26  -4.79  0.22
H  1.26  -6.17  -0.49
H  -0.82  -4.95  -1.08
H  -0.74  -2.39  -1.08
O  0.87  -0.82  1.99
S  0.91  -2.22  2.64
C  -0.77  -2.56  3.09
C  -1.00  -3.22  4.27
C  -2.33  -3.46  4.62
C  -3.36  -3.06  3.77
C  -3.10  -2.47  2.54
C  -1.78  -2.27  2.17
C  1.60  -1.94  4.21
C  1.03  -1.05  5.16
C  1.71  -0.83  6.36
C  2.93  -1.46  6.58
C  3.48  -2.34  5.66
C  2.77  -2.62  4.47
H  -0.21  -3.59  4.89
H  -2.63  -4.01  5.50
H  -4.39  -3.26  4.07
H  -3.95  -2.23  1.88
H  -1.58  -1.82  1.21
H  0.00  -0.74  4.94
H  1.29  -0.18  7.11
H  3.43  -1.23  7.50
H  4.38  -2.92  5.97
H  3.25  -3.26  3.74
C  -1.45  1.67  2.39
O  -0.31  1.98  1.57
H  -1.85  2.52  2.88
H  -1.13  1.02  3.24
H  -2.18  1.20  1.76
H  0.34  2.55  2.03

Calculated values
- Total charge: +3
- HOMO (alpha / beta): -0.518 / -0.518 hartree
- Multiplicity: 3
- E_LUMO (alpha / beta): -6.32 / -6.27 eV
- Kohn-Sham gap (alpha / beta): 7.77 / 7.82 eV

---

2.
The following is a DFT calculation (ωB97M-V/def2-TZVPD) of a molecular structure, C33H45AuN5S.

CARTESIAN COORDINATES (ANGSTROEM)
Au  0.33  -0.09  0.23
N  0.18  2.05  3.53
N  0.70  2.71  -0.87
C  -0.51  -1.84  -1.05
C  -1.24  -0.94  -1.91
C  -2.19  -0.26  -1.11
C  -2.99  0.94  -1.50
H  -2.70  1.31  -2.49
H  -2.78  1.75  -0.78
H  -4.08  0.75  -1.49
C  -2.17  -0.81  0.21
C  -3.12  -0.48  1.32
H  -3.99  -1.17  1.39
H  -3.52  0.54  1.23
H  -2.59  -0.52  2.28
C  -1.15  -1.82  0.25
C  -1.09  -2.91  1.27
H  -1.12  -2.51  2.30
H  -0.18  -3.50  1.19
H  -1.96  -3.60  1.15
C  -1.04  -0.73  -3.37
H  -1.96  -0.94  -3.95
H  -0.24  -1.38  -3.77
H  -0.75  0.31  -3.61
C  0.46  -2.88  -1.49
H  1.13  -3.15  -0.66
H  1.07  -2.51  -2.31
H  -0.03  -3.81  -1.82
C  1.02  2.25  4.55
H  0.67  1.91  5.54
C  2.29  2.78  4.40
H  2.94  2.86  5.27
C  2.70  3.22  3.13
H  3.68  3.69  2.96
C  1.85  2.99  2.06
H  1.99  3.37  1.05
C  0.69  2.23  2.29
C  0.04  1.69  1.10
H  -0.94  2.13  0.89
C  1.18  1.51  -0.77
C  1.17  3.25  -2.05
H  0.82  4.21  -2.35
C  2.06  2.41  -2.64
H  2.70  2.52  -3.50
N  2.09  1.27  -1.85
C  2.95  0.17  -2.05
C  3.02  -0.45  -3.33
C  3.77  -1.63  -3.44
H  3.74  -2.18  -4.38
C  4.58  -2.10  -2.41
C  5.45  -3.32  -2.58
H  5.26  -4.04  -1.76
H  6.51  -3.08  -2.55
H  5.24  -3.82  -3.53
C  4.58  -1.40  -1.20
H  5.20  -1.78  -0.38
C  3.80  -0.26  -1.00
C  3.93  0.52  0.28
H  4.68  1.33  0.21
H  4.26  -0.15  1.09
H  2.98  0.96  0.57
C  2.31  0.02  -4.55
H  3.01  0.45  -5.28
H  1.54  0.78  -4.35
H  1.84  -0.83  -5.06
C  -1.30  -4.03  4.64
C  0.11  -3.76  5.15
N  0.91  -2.87  4.27
C  0.67  -1.54  4.11
S  1.52  -0.70  2.89
N  -0.17  -0.97  5.03
C  -1.38  -0.23  4.70
C  -1.86  0.57  5.90
H  -1.86  -3.10  4.54
H  -1.83  -4.67  5.35
H  -1.28  -4.54  3.67
H  0.12  -3.26  6.13
H  0.66  -4.71  5.23
H  1.49  -3.27  3.54
H  -0.09  -1.33  6.00
H  -1.14  0.45  3.87
H  -2.14  -0.95  4.32
H  -1.25  1.46  6.05
H  -2.90  0.88  5.73
H  -1.80  -0.04  6.81

Calculated values
- Total charge: -1
- HOMO (alpha / beta): -0.058 / -0.124 hartree
- Multiplicity: 3
- E_LUMO (alpha / beta): 2.52 / 2.51 eV
- Kohn-Sham gap (alpha / beta): 4.08 / 5.88 eV

---

For reference, calculated total energy by record: -106632.9385; -56925.2432 eV.
For reference, energy relative to the best compared isomer or geometry (same formula, charge and spin) by record: 44.98; 112.00 kJ/mol.